Entry 1:
A 4-piece molecular cluster, C29H42Br2N2O5S2 overall. Source: the OMol25 dataset; level of theory: ωB97M-V with the def2-TZVPD basis set.

Summary:
HOMO energy (eV): -8.8
Relative energy (zero: lowest compared OMol25 entry of this formula, charge and spin) (kJ/mol): 0.0
Strongest force on any atom (eV/Å): 1.02
SMILES string: O=C1C(CCCSC(=S)n2ccnc2)=C(Br)C(=O)c2c(Br)cccc21.CCOCC.CCOCC.CCOCC
E_tot (Ha): -7560.264176

The geometry in ORCA input format:
```
! wB97M-V def2-TZVPD RIJCOSX def2/J DEFGRID3
* xyz 0 1
O 2.73657 -0.19073 4.38479
C 3.56003 0.31655 3.66781
C 3.60378 1.79501 3.48777
C 2.33264 2.54264 3.73941
C 1.74862 3.14062 2.45701
C 1.15513 2.06113 1.52978
S -0.63255 2.21711 1.27994
C -1.28129 1.56814 2.81950
S -1.43596 2.49812 4.13252
N -1.65515 0.23522 2.79785
C -2.10221 -0.53134 3.87165
C -2.35498 -1.75645 3.36389
N -2.09036 -1.80515 2.00492
C -1.67160 -0.60957 1.70095
C 4.78161 2.31264 3.13614
Br 5.07878 4.17560 3.02120
C 5.99583 1.49055 2.88136
O 7.08835 1.95759 2.98764
C 5.74898 0.06747 2.51450
C 6.65200 -0.73811 1.81218
Br 8.30406 -0.09930 1.15578
C 6.33049 -2.06125 1.54637
C 5.13430 -2.61820 1.96413
C 4.22567 -1.83448 2.66035
C 4.54329 -0.50762 2.91546
H 2.43285 3.28105 4.52954
H 1.60974 1.81565 4.09859
H 2.47286 3.70845 1.88316
H 0.97331 3.84084 2.74767
H 1.56326 2.18891 0.53305
H 1.42902 1.06031 1.85836
H -2.21269 -0.17449 4.87159
H -2.71403 -2.59259 3.93283
H -1.37050 -0.28927 0.72104
H 7.03486 -2.67655 1.00963
H 4.89690 -3.64935 1.75972
H 3.28492 -2.21398 3.02334
C -4.71470 -1.82644 -2.30034
C -3.77518 -0.98247 -1.45794
O -2.51466 -0.74055 -2.06149
C -2.54068 -0.01931 -3.27758
C -3.10624 1.38554 -3.14480
H -4.21533 -2.74326 -2.61746
H -5.60121 -2.09234 -1.72479
H -5.04662 -1.29917 -3.19710
H -3.55218 -1.51022 -0.52975
H -4.25072 -0.03581 -1.17505
H -3.08060 -0.58171 -4.04793
H -1.50067 0.03860 -3.60072
H -4.17383 1.37437 -2.91966
H -2.97026 1.93533 -4.07686
H -2.60175 1.92435 -2.34077
C -1.94678 -5.26478 -0.86569
C -3.11264 -6.22546 -0.69858
O -4.18911 -5.97916 -1.58514
C -3.89521 -6.10434 -2.96303
C -3.46284 -7.50149 -3.37682
H -2.29293 -4.23096 -0.82866
H -1.21845 -5.41680 -0.06890
H -1.43236 -5.41125 -1.81739
H -3.53283 -6.11279 0.30097
H -2.77500 -7.26492 -0.78408
H -3.14497 -5.36291 -3.26234
H -4.81893 -5.84326 -3.48063
H -2.48930 -7.76559 -2.96063
H -3.38665 -7.56490 -4.46272
H -4.18529 -8.24177 -3.03082
C -0.88088 5.29844 -2.42280
C -0.02659 5.50204 -1.18301
O 1.08155 4.62336 -1.10340
C 2.03632 4.72776 -2.14402
C 2.71288 6.08595 -2.22064
H -1.16406 4.24942 -2.52283
H -1.78647 5.90183 -2.35713
H -0.35418 5.59007 -3.33315
H -0.62262 5.29306 -0.29395
H 0.30319 6.54397 -1.10529
H 1.58510 4.46541 -3.10744
H 2.78383 3.96338 -1.92779
H 2.01949 6.86820 -2.53359
H 3.52872 6.05840 -2.94321
H 3.11520 6.36699 -1.24645
*
```

Entry 2:
A 2-piece molecular cluster, C29H42F2IN6O9P2S2 overall. Source: the OMol25 dataset; level of theory: ωB97M-V with the def2-TZVPD basis set.

Summary:
HOMO energy (eV): -10.5
Strongest force on any atom (eV/Å): 3.34
E_tot (Ha): -4112.338187

The geometry in ORCA input format:
```
! wB97M-V def2-TZVPD RIJCOSX def2/J DEFGRID3
* xyz 1 1
O -1.01399 -1.57037 3.16358
P -1.35791 -0.87793 1.94127
O -2.00205 -1.95441 0.92078
O -2.48080 0.21781 2.24697
N 0.11335 -0.23378 1.25939
C 0.29856 -0.70545 -0.07444
N 0.63595 -1.94079 -0.37040
C 0.83032 -2.93952 0.72389
C 1.98037 -3.95848 0.49617
C 1.38070 -5.36476 0.43113
I 2.86877 -6.90253 0.42813
P 0.86376 -2.43876 -2.01966
O 0.59608 -3.84515 -2.19575
O -0.05018 -1.59124 -3.01682
O 2.40667 -2.15074 -2.34767
N 0.11971 0.33525 -0.88623
C -0.06792 1.67592 -0.20244
C -1.56788 2.05522 -0.32286
C -2.49068 1.01843 -1.01169
C -2.42457 1.04562 -2.54481
F -2.89182 2.28367 -2.93929
C 0.97730 2.57787 -0.92095
C 0.45268 3.28055 -2.19675
C -0.05130 4.71408 -1.86204
C -1.07128 5.26301 -2.89582
C -2.53409 5.25897 -2.38415
C -3.17920 6.66617 -2.30692
C -4.32732 6.68810 -1.27078
S -5.93927 6.29450 -2.03169
C -6.48952 4.93017 -1.09415
N -6.71079 3.74347 -1.54553
N -7.09470 2.95753 -0.50909
C -7.12159 3.69943 0.54394
O -6.74646 4.93999 0.23470
C 0.38720 1.20206 1.21080
C -0.05696 2.05863 2.38277
C -0.38600 3.40047 2.19234
C -0.72650 4.07276 3.32620
C -0.78824 3.49002 4.57321
N -0.47617 2.21592 4.75497
C -0.11068 1.56798 3.66699
S 2.24673 1.22380 1.43967
O 2.88749 0.54213 0.36376
O 2.71180 2.50430 1.78859
F 2.38933 0.31526 2.70100
H -2.93796 -1.76249 0.76515
H -3.13528 0.30258 1.53687
H 1.03764 -2.39868 1.64978
H -0.09418 -3.48610 0.91844
H 2.63209 -3.72780 -0.34745
H 2.60154 -3.93455 1.39612
H 0.66912 -5.49945 -0.38250
H 0.81037 -5.51011 1.35311
H 0.55112 -1.12624 -3.62547
H 2.83291 -1.69856 -1.59940
H 0.70632 0.33887 -1.71161
H -1.99766 2.24268 0.66378
H -1.71762 2.98680 -0.86801
H -2.40506 0.00139 -0.62178
H -3.51600 1.34387 -0.78158
H -3.10762 0.29189 -2.94174
H -1.40161 0.88804 -2.88808
H 1.31110 3.37401 -0.24747
H 1.86878 2.01337 -1.20036
H -0.39002 2.77103 -2.67243
H 1.26258 3.41265 -2.91807
H 0.78563 5.40142 -1.70848
H -0.57706 4.68202 -0.89619
H -1.01563 4.61138 -3.77240
H -0.80674 6.29032 -3.15506
H -2.65926 4.78528 -1.40472
H -3.12989 4.71779 -3.12223
H -2.45763 7.45263 -2.07160
H -3.65473 6.86722 -3.27228
H -4.12953 5.99292 -0.45190
H -4.40238 7.69568 -0.85757
H -7.39627 3.35996 1.52700
H -0.36074 3.87467 1.22029
H -0.96353 5.13025 3.24528
H -1.09906 4.08694 5.42391
H 0.18032 0.52587 3.80670
C 5.58524 -10.41130 1.82562
C 5.90745 -9.28790 1.07747
C 7.19881 -9.11559 0.59972
C 8.16794 -10.07347 0.86337
C 7.84584 -11.19930 1.60882
C 6.55585 -11.36656 2.09336
H 4.57778 -10.54282 2.20032
H 5.14932 -8.54339 0.86649
H 7.45022 -8.23542 0.02123
H 9.17461 -9.94247 0.48744
H 8.60152 -11.94707 1.81291
H 6.30651 -12.24216 2.67890
*
```

Entry 3:
C29H42N5P2S2V as an isolated structure. Source: the OMol25 dataset; level of theory: ωB97M-V with the def2-TZVPD basis set.

Summary:
HOMO energy (spin up / spin down) (eV): -8.9 / -9.7
Relative energy (zero: lowest compared OMol25 entry of this formula, charge and spin) (kJ/mol): 120.9
Strongest force on any atom (eV/Å): 2.85
E_tot (Ha): -3827.034122
Expectation value of S²: 3.775

The geometry in ORCA input format:
```
! wB97M-V def2-TZVPD RIJCOSX def2/J DEFGRID3
* xyz 1 4
V -0.40498 0.08788 -0.43331
N 2.35430 -2.39926 1.09540
C 1.87158 -2.90245 2.37116
C 1.54694 -1.75587 3.32302
C 0.29954 -0.89553 3.04720
N 0.27797 -0.02626 1.82957
H 2.54320 -3.16443 0.45905
H 3.23543 -1.91303 1.22432
H 2.59977 -3.55876 2.86446
H 0.97232 -3.49710 2.18888
H 2.41889 -1.09469 3.37933
H 1.40568 -2.19354 4.31266
H 0.20599 -0.25023 3.92466
H -0.57556 -1.55086 3.03004
H 1.24547 0.14888 1.57479
H -0.10516 0.87417 2.09635
C -2.87920 -0.41119 -2.49589
C -1.66505 0.12995 -3.18687
C -1.74478 0.37586 -4.57006
C -0.68641 0.91324 -5.23957
C 0.50179 1.18518 -4.53360
C 1.63929 1.72227 -5.16538
C 2.78223 1.95539 -4.44779
C 2.83374 1.63873 -3.08609
C 1.73834 1.10168 -2.43415
S 1.81899 0.62213 -0.77136
C 0.52761 0.88434 -3.14455
N -0.56766 0.38320 -2.47377
H -3.71724 -0.45677 -3.18843
H -3.14490 0.24341 -1.66920
H -2.70261 -1.41452 -2.10410
H -2.66579 0.14174 -5.08576
H -0.74239 1.12718 -6.29954
H 1.59218 1.93171 -6.22629
H 3.65595 2.36803 -4.93437
H 3.74448 1.79164 -2.52275
C 0.51769 3.53061 0.69068
P -0.74327 2.48369 -0.12841
C -1.01144 3.43899 -1.67110
C -2.24620 2.98624 0.83710
C -3.40771 2.02434 0.58067
P -2.85606 0.28580 0.90877
C -2.89264 0.31617 2.75300
C -4.43889 -0.62128 0.65424
H 0.20071 4.57408 0.69526
H 1.45814 3.43043 0.15123
H 0.67848 3.20127 1.71870
H -1.28916 4.46654 -1.43630
H -1.80083 2.97597 -2.26523
H -0.09325 3.43658 -2.25928
H -2.51509 4.01190 0.57728
H -1.98524 2.97668 1.89957
H -3.73769 2.09567 -0.45991
H -4.26188 2.26063 1.21929
H -3.82902 0.75968 3.09162
H -2.06033 0.88225 3.16995
H -2.83632 -0.70405 3.13469
H -5.22129 -0.19576 1.28235
H -4.29750 -1.66895 0.92524
H -4.75477 -0.57952 -0.38658
S -1.16235 -6.32251 -1.33199
C -0.92798 -4.56828 -1.12987
C -1.41500 -3.92817 0.00574
C -1.16560 -2.58211 0.17498
N -0.47103 -1.83499 -0.69869
C 0.02711 -2.47197 -1.77164
C -0.18550 -3.81233 -2.03031
C -2.56417 -6.28484 -2.45537
C -2.37085 -6.22405 -3.82576
C -3.49568 -6.26000 -4.64075
N -4.73480 -6.34771 -4.17191
C -4.90334 -6.40961 -2.85609
C -3.85130 -6.38120 -1.94948
H -1.97634 -4.48193 0.74545
H -1.53328 -2.06992 1.05235
H 0.64367 -1.88108 -2.43692
H 0.22969 -4.26726 -2.91863
H -1.37733 -6.16944 -4.24850
H -3.39657 -6.22840 -5.71995
H -5.92788 -6.49398 -2.51141
H -4.02776 -6.44811 -0.88507
*
```

Entry 4:
C29H43BBrF2N3O6S2Ti as an isolated structure. Source: the OMol25 dataset; level of theory: ωB97M-V with the def2-TZVPD basis set.

Summary:
HOMO energy (spin up / spin down) (eV): -2.8 / -4.7
Relative energy (zero: lowest compared OMol25 entry of this formula, charge and spin) (kJ/mol): 95.8
Strongest force on any atom (eV/Å): 2.54
E_tot (Ha): -6191.322868
Expectation value of S²: 0.771

The geometry in ORCA input format:
```
! wB97M-V def2-TZVPD RIJCOSX def2/J DEFGRID3
* xyz -1 2
Ti -0.55211 -1.52214 -0.54487
O -1.76769 -1.92979 -4.35759
C -1.54496 -2.07829 -3.15523
O -0.74278 -1.24776 -2.46372
C -1.98527 -3.19000 -2.35628
C -2.80081 -4.26763 -2.70536
C -2.92473 -5.32639 -1.83333
C -2.11354 -5.37182 -0.65594
C -1.33697 -4.29749 -0.36790
N -1.36235 -3.17416 -1.12824
C -0.20090 -4.18997 0.63902
O 0.12253 -5.13244 1.34240
O 0.39103 -3.03845 0.54539
H -3.30427 -4.24988 -3.66427
H -3.58115 -6.15509 -2.06699
H -2.08258 -6.24145 -0.01287
C 2.09766 0.62606 6.71059
C 1.24686 -0.54118 6.20340
C -0.00846 -0.63585 7.08650
C 2.06600 -1.83526 6.32679
C 0.84509 -0.36457 4.73940
C -0.11840 -1.19497 4.17741
C -0.41304 -1.11120 2.83606
Br -1.89560 -2.16493 2.22959
C 0.26251 -0.24347 1.94835
O 0.11180 -0.35172 0.63632
C 1.09337 0.72756 2.55103
C 1.38996 0.60206 3.90937
C 1.64692 1.98618 1.84947
C 1.12184 3.21130 2.62297
C 1.18718 2.16934 0.40030
C 3.18187 1.97028 1.86282
H 2.32606 0.47672 7.76836
H 1.56448 1.57435 6.60489
H 3.04469 0.69171 6.17032
H 0.26362 -0.58482 8.14463
H -0.54404 -1.57221 6.92170
H -0.69116 0.18666 6.86120
H 2.41293 -1.97654 7.35595
H 2.93633 -1.79348 5.66852
H 1.46801 -2.70121 6.03571
H -0.65434 -1.92244 4.77295
H 2.08296 1.31754 4.33429
H 0.02984 3.18681 2.65873
H 1.43042 4.13495 2.12273
H 1.49316 3.23963 3.64965
H 0.10013 2.11992 0.33233
H 1.60668 1.41141 -0.25590
H 1.52666 3.15276 0.05201
H 3.57929 1.93837 2.88002
H 3.56944 2.86782 1.36986
H 3.54970 1.09511 1.32118
F -2.72734 0.34053 0.67272
B -2.28502 -0.28370 -0.48176
F -3.40015 -0.78259 -1.17875
C 1.38793 -1.28811 -5.45126
N 2.04793 -0.84355 -4.23324
C 2.04031 -1.49811 -3.06129
N 1.75666 -2.81811 -3.08917
S 2.50754 -0.72173 -1.64496
H 1.36030 -0.45576 -6.15037
H 0.36251 -1.60965 -5.25812
H 1.94008 -2.10960 -5.91717
H 2.26757 0.13083 -4.13667
H 1.19770 -3.17538 -3.84994
H 1.57570 -3.22783 -2.18611
C 1.15276 4.76866 -3.17546
C 0.78577 3.28693 -3.20705
C -0.54502 3.02648 -2.51095
S -0.85906 1.22726 -2.54409
O -1.84250 1.09645 -1.35599
C -1.90034 1.21810 -4.04284
C -3.39262 1.35674 -3.76087
C -3.88412 2.78450 -3.52537
H 2.12539 4.94507 -3.63824
H 1.19751 5.12517 -2.14341
H 0.40763 5.36399 -3.70916
H 1.56429 2.69715 -2.71434
H 0.72833 2.94913 -4.24892
H -1.35968 3.57380 -2.98188
H -0.49189 3.29207 -1.45510
H -1.71987 0.24680 -4.50132
H -1.50756 2.00952 -4.68759
H -3.64312 0.74438 -2.89441
H -3.91600 0.92317 -4.61585
H -3.51058 3.17598 -2.57818
H -4.97477 2.80092 -3.48091
H -3.57009 3.45056 -4.33568
*
```

Entry 5:
C29H43BiBrF4N2PSSi4Te as an isolated structure. Source: the OMol25 dataset; level of theory: ωB97M-V with the def2-TZVPD basis set.

Summary:
HOMO energy (eV): -13.0
Relative energy (zero: lowest compared OMol25 entry of this formula, charge and spin) (kJ/mol): 140.3
Strongest force on any atom (eV/Å): 0.84
E_tot (Ha): -6593.572866

The geometry in ORCA input format:
```
! wB97M-V def2-TZVPD RIJCOSX def2/J DEFGRID3
* xyz 2 1
Bi 1.77175 0.09611 -1.58603
F 4.73875 0.41489 6.09990
C 4.51335 0.27594 4.81092
C 5.53945 -0.10123 3.96096
F 6.74866 -0.33094 4.43668
C 5.27902 -0.24054 2.60700
F 6.28396 -0.62070 1.82175
C 4.01443 -0.01729 2.06774
P 3.85940 -0.15408 0.26199
C 5.13302 0.95366 -0.37661
C 6.27122 0.50695 -1.04406
C 7.20837 1.42588 -1.48937
C 7.02074 2.78202 -1.26284
C 5.89767 3.22814 -0.57879
C 4.95222 2.31778 -0.13798
C 4.23433 -1.85921 -0.18070
C 4.46052 -2.18183 -1.52280
C 4.66783 -3.50072 -1.89302
C 4.63694 -4.50425 -0.93439
C 4.39360 -4.19010 0.39468
C 4.18864 -2.87293 0.77419
C 2.99652 0.35483 2.94525
Br 1.24029 0.63527 2.34039
C 3.24198 0.50011 4.29693
F 2.27433 0.85451 5.13106
H 6.44524 -0.54973 -1.19194
H 8.09547 1.07892 -2.00113
H 7.75851 3.49303 -1.60886
H 5.76327 4.28305 -0.38273
H 4.08631 2.66828 0.41287
H 4.51064 -1.40757 -2.28034
H 4.86243 -3.74266 -2.92889
H 4.80658 -5.53201 -1.22411
H 4.36684 -4.97200 1.14112
H 3.99690 -2.64123 1.81423
C -1.64775 4.13007 -2.73022
N -0.28460 3.62899 -2.60083
C 0.27456 3.19347 -1.48898
N -0.39422 3.12975 -0.35149
S 1.95612 2.73370 -1.50667
H -1.99205 3.93745 -3.74267
H -1.69442 5.20044 -2.52856
H -2.31218 3.59312 -2.05501
H 0.33812 3.72623 -3.38920
H -1.34134 3.45644 -0.25794
H 0.08163 2.79125 0.46966
C -5.81521 0.93767 1.82836
Si -4.12395 1.35939 1.14129
C -2.82427 1.55350 2.47380
C -4.24667 2.89959 0.07679
Si -3.66025 -0.57307 -0.13757
Te -0.59004 -0.62977 -0.57867
Si -3.51954 -2.60945 1.08592
C -2.94111 -2.21492 2.81436
C -2.40262 -3.82227 0.21823
C -5.31867 -3.13219 1.02284
Si -4.18629 -0.63324 -2.44398
C -6.05859 -0.55673 -2.41583
C -3.55460 -2.22614 -3.17528
C -3.43581 0.86227 -3.28160
H -6.18490 1.78251 2.41536
H -5.78108 0.06981 2.48867
H -6.54823 0.74415 1.04309
H -2.80768 2.58504 2.83368
H -1.82834 1.30220 2.10271
H -3.03120 0.91014 3.32890
H -4.80215 3.66742 0.62046
H -4.77123 2.71961 -0.86190
H -3.26872 3.32332 -0.15421
H -1.94028 -1.77933 2.80823
H -2.90205 -3.13082 3.40859
H -3.61601 -1.52326 3.32014
H -1.37819 -3.45600 0.15098
H -2.75255 -4.04734 -0.78945
H -2.38393 -4.75698 0.78446
H -5.99615 -2.36651 1.40466
H -5.45200 -4.02031 1.64620
H -5.62788 -3.39405 0.00974
H -6.49510 -1.34795 -1.80443
H -6.43931 -0.68729 -3.43221
H -6.42650 0.40342 -2.05006
H -4.11356 -3.08484 -2.80132
H -2.49674 -2.37710 -2.95417
H -3.66930 -2.20371 -4.26166
H -3.84367 1.79278 -2.88525
H -3.65835 0.82830 -4.35112
H -2.35033 0.86092 -3.15993
*
```

Which of these has the highest E_tot?
C29H42N5P2S2V

Which of these has the lowest E_tot?
C29H42Br2N2O5S2

The lowest strongest force on any atom belongs to which entry?
C29H43BiBrF4N2PSSi4Te